{
  "formula": "C18H27BF3N3O6S2",
  "method": "the ωB97M-V functional and the def2-TZVPD basis",
  "species": ["S", "S", "F", "F", "F", "O", "O", "O", "O", "O", "O", "N", "N", "N", "C", "C", "C", "C", "C", "C", "C", "C", "C", "C", "C", "C", "C", "C", "C", "C", "C", "C", "B", "H", "H", "H", "H", "H", "H", "H", "H", "H", "H", "H", "H", "H", "H", "H", "H", "H", "H", "H", "H", "H", "H", "H", "H", "H", "H", "H"],
  "coordinates": [[-1.691280, 0.194544, 3.536877], [-1.123482, 1.532481, -1.836507], [0.902128, 1.769393, 4.337168], [-0.213410, 2.958558, 2.927239], [1.889294, 3.279449, 3.217399], [2.135613, 3.500616, -1.168696], [0.615528, 4.069875, 0.508816], [-2.720173, -5.804146, 0.826566], [2.044773, 2.038276, -2.750887], [-2.644525, -3.956295, 2.000062], [3.128807, 2.995489, -4.389923], [0.523961, -2.163018, 2.238983], [3.169799, -0.113119, 3.251077], [0.410199, 0.203585, 0.018173], [-1.248020, 0.616669, 1.830188], [-2.078645, -6.875915, 0.135779], [2.067449, 2.330824, -3.919421], [0.898608, 2.027462, -4.829833], [-3.885226, 1.942477, 3.584556], [0.215963, 0.322620, 1.475337], [0.432828, -1.062703, 1.936350], [-1.863229, -8.082792, 1.025357], [2.172488, 1.969714, 0.868874], [3.336851, 3.255696, -5.782936], [-2.040962, -4.903339, 1.576835], [2.369233, 0.500353, 2.706142], [2.610299, 4.501301, -6.243589], [-0.272155, 0.774213, -0.797410], [-0.588313, -5.147961, 1.907514], [1.347679, 1.318744, 2.028318], [0.942439, 2.338225, 3.141397], [-3.482918, 0.466708, 3.422399], [1.579978, 3.202919, 0.042268], [3.062675, 2.365260, 1.354425], [2.918231, 5.357659, -5.644591], [2.836211, 4.705805, -7.289905], [-0.064162, -5.751874, 1.169923], [-0.526370, -5.638835, 2.878375], [-4.587207, 2.058814, 4.402025], [0.149936, 2.810345, -4.718235], [-1.882430, -0.018935, 1.217014], [-1.522220, 1.640603, 1.596599], [-3.797229, 0.081916, 2.458263], [2.165313, 2.727961, -1.758777], [-4.355016, 2.292842, 2.670168], [-1.426923, -8.903268, 0.454897], [4.411615, 3.393933, -5.879712], [1.529981, 4.399979, -6.139516], [2.545949, 1.184182, 0.224100], [-0.209280, 3.610452, 0.683819], [-1.199765, -7.852744, 1.858559], [-2.813608, -8.413628, 1.443769], [-3.013214, 2.555225, 3.776460], [0.469904, 1.080721, -4.511285], [-2.758944, -7.130553, -0.675657], [-1.151190, -6.535287, -0.326447], [1.166037, 1.928338, -5.878268], [-3.877232, -0.150337, 4.218720], [-0.090549, -4.179415, 1.969777], [3.077909, 2.379937, -6.378973]],
  "forces_ev_per_a": [[0.1, -0.1, 0.2], [-0.6, 0.3, -0.7], [-0.4, -0.3, 0.3], [-0.4, 0.1, -0.1], [0.1, 0.2, -0.1], [-0.6, 2.3, 3.6], [-0.4, -0.1, 0.1], [-0.1, 0.1, -0.1], [-0.4, -3.2, -3.1], [0.0, 0.0, 0.0], [-0.2, -0.4, 0.5], [0.2, 0.2, 0.0], [0.1, 0.0, -0.1], [-0.7, 0.5, 0.0], [-0.6, 0.2, 0.0], [0.1, -0.1, 0.0], [0.1, 0.5, -1.1], [0.3, -0.4, 0.0], [0.0, -0.4, -0.3], [0.2, -0.4, 0.1], [0.2, -0.2, 0.2], [0.0, 0.0, 0.1], [-0.7, 0.5, 0.4], [0.0, 0.2, -0.4], [0.1, -0.1, 0.2], [0.0, -0.3, 0.3], [-0.1, 0.0, 0.2], [0.4, -0.3, 0.6], [0.1, 0.2, -0.4], [0.8, -0.6, 0.0], [0.5, 0.2, -0.4], [0.6, 0.5, 0.0], [0.7, 0.5, -1.3], [0.1, 0.2, 0.0], [0.0, 0.0, 0.0], [0.0, 0.0, 0.0], [0.0, -0.1, 0.1], [0.0, 0.0, 0.0], [-0.1, 0.1, 0.1], [0.0, 0.0, 0.0], [0.2, -0.2, -0.3], [0.1, 0.2, 0.0], [-0.2, -0.3, 0.0], [1.1, 0.3, 0.6], [-0.1, 0.2, 0.0], [0.0, 0.0, 0.0], [0.0, 0.0, 0.1], [0.0, 0.0, -0.1], [-0.1, -0.1, -0.1], [-0.1, 0.2, 0.5], [0.1, 0.0, 0.0], [0.0, 0.0, 0.0], [0.1, 0.2, 0.1], [-0.1, 0.1, 0.1], [-0.1, 0.0, 0.0], [0.0, 0.0, 0.0], [0.0, 0.2, 0.0], [-0.2, -0.2, 0.0], [-0.2, -0.3, 0.2], [-0.1, 0.0, 0.1]],
  "mulliken_charge": [-0.061, -0.384, -0.229, -0.187, -0.311, -0.780, -0.607, -0.377, -0.569, -0.570, -0.391, -0.515, -0.607, -0.609, -1.964, -0.406, 0.861, -1.229, -0.995, 2.267, -0.891, -0.933, -2.267, -0.421, 0.670, -0.485, -1.014, 0.603, -0.304, 2.002, 0.514, -0.462, 0.748, 0.604, 0.313, 0.379, 0.250, 0.239, 0.335, 0.275, 1.007, 0.569, 0.321, 0.456, 0.286, 0.342, 0.328, 0.275, 0.512, 0.334, 0.273, 0.293, 0.236, 0.355, 0.308, 0.375, 0.375, 0.484, -0.024, 0.402],
  "gap_ev": 8.58,
  "e_lumo_ev": -0.2,
  "max_force_ha_per_bohr": 0.0877,
  "e_homo_ha": -0.323
}